(1)
{"formula": "C4H10ClN", "method": "ωB97M-V with the def2-TZVPD basis set", "elements": ["C", "C", "C", "C", "H", "H", "H", "H", "H", "H", "H", "H", "H", "H", "N", "Cl"], "xyz": [[-1.1617, -1.0490, -0.3346], [0.0205, -0.4599, 0.5599], [-0.3000, 1.0708, 0.7338], [1.4211, -0.8882, -0.0582], [-1.9514, -1.4777, 0.2827], [-0.7389, -1.8848, -0.8616], [-1.4965, -0.3298, -0.9972], [0.1943, -0.7102, 1.6103], [0.6119, 1.4817, 1.1088], [-1.1687, 1.0266, 1.3677], [-0.3571, 2.6787, -0.4880], [-0.0948, 1.3187, -1.2532], [1.1713, -0.8679, -1.1378], [1.6876, -1.9424, 0.0790], [-0.5823, 1.6808, -0.5531], [2.7448, 0.3527, -0.0585]], "lowdin_charge": [-0.043, -0.361, -0.269, -0.540, 0.079, 0.060, 0.036, 0.118, 0.065, 0.108, 0.088, -0.002, 0.047, 0.084, 0.007, 0.526], "total_charge": 0, "homo_energy_ev": -9.33, "spin_multiplicity": 1, "smiles": "C[C@H](CN)CCl", "homo_lumo_gap_ev": 10.30}

(2)
{"formula": "C4H10ClN2", "method": "ωB97M-V with the def2-TZVPD basis set", "elements": ["C", "C", "C", "C", "N", "N", "Cl", "H", "H", "H", "H", "H", "H", "H", "H", "H", "H"], "xyz": [[-0.7297, -0.3354, 0.3752], [2.9710, 0.7277, -1.3238], [-2.9639, 0.1491, 0.6101], [2.2109, -0.0188, -0.3431], [-0.7075, -1.5798, 0.6417], [-1.6730, 0.5742, 0.2675], [2.8759, 0.3653, 1.1565], [2.9978, 1.7589, -1.2360], [4.0690, 0.5084, -1.3061], [2.7036, 0.4424, -2.3297], [-2.9421, -0.7371, 1.1262], [-3.5279, 0.0446, -0.3501], [-3.3899, 0.8967, 1.1938], [0.3728, -0.0384, 0.2958], [0.3167, -1.9340, 0.6087], [-1.3282, -2.3389, 0.5165], [-1.2555, 1.5153, 0.0968]], "lowdin_charge": [-0.225, -0.238, -0.039, -0.505, 0.193, 0.023, 0.701, 0.063, 0.114, 0.070, 0.067, 0.131, 0.089, 0.058, 0.172, 0.128, 0.197], "total_charge": 1, "homo_energy_ev": -13.05, "spin_multiplicity": 1, "homo_lumo_gap_ev": 8.61}

(3)
{"formula": "C4H10ClNO2P", "method": "ωB97M-V with the def2-TZVPD basis set", "elements": ["C", "C", "C", "O", "C", "N", "P", "O", "Cl", "H", "H", "H", "H", "H", "H", "H", "H", "H", "H"], "xyz": [[-0.8040, -2.0356, 0.6274], [-1.8922, -0.9642, 0.6910], [-1.4704, 0.4235, 0.2068], [-0.9733, 0.4841, -1.1110], [0.4452, 0.2761, -1.2895], [1.2380, 0.9518, -0.3200], [2.5495, 1.7004, -0.8170], [3.4887, 1.7570, 0.5642], [2.2126, 3.9123, -0.6267], [0.1688, -1.6042, 0.8600], [-0.7388, -2.4785, -0.3660], [-1.0090, -2.8442, 1.3328], [-2.7903, -1.2931, 0.1601], [-2.1889, -0.8393, 1.7391], [-2.3590, 1.0634, 0.2089], [-0.7543, 0.8628, 0.9048], [0.6034, 0.5974, -2.3272], [0.6314, -0.8063, -1.2613], [3.6427, 0.8365, 0.8234]], "lowdin_charge": [-0.123, -0.242, -0.274, -0.164, -0.430, -0.311, 0.378, -0.459, -0.132, 0.066, 0.063, 0.057, 0.096, 0.097, 0.109, 0.099, 0.087, 0.077, 0.007], "total_charge": -1, "homo_energy_ev": -3.77, "spin_multiplicity": 1, "smiles": "CCCOC[N-]P(O)Cl", "homo_lumo_gap_ev": 7.40}

(4)
{"formula": "C4H10F20HfNO6P3S2", "method": "ωB97M-V with the def2-TZVPD basis set", "elements": ["Hf", "P", "F", "F", "F", "F", "F", "F", "P", "F", "F", "F", "F", "F", "F", "P", "F", "F", "F", "F", "F", "F", "N", "S", "O", "O", "F", "S", "O", "O", "F", "C", "O", "C", "C", "O", "C", "H", "H", "H", "H", "H", "H", "H", "H", "H", "H"], "xyz": [[-0.3947, -0.2442, 0.1035], [1.3701, -2.7900, 1.1032], [1.7580, -1.4014, 0.3077], [2.4764, -2.4228, 2.2099], [0.2540, -1.8232, 1.8422], [0.8418, -4.0644, 1.8968], [0.2068, -2.9218, -0.0249], [2.4186, -3.6445, 0.2868], [-3.2695, -0.8165, 1.2363], [-3.2964, -1.9434, 2.3445], [-2.2337, -1.7430, 0.3288], [-4.5411, -1.3779, 0.4689], [-2.7985, 0.2331, 0.0809], [-4.1470, 0.2309, 2.0439], [-1.9359, -0.2548, 1.9762], [-1.1995, 2.9915, 0.1138], [-1.2832, 4.0934, 1.2663], [0.4336, 3.1059, 0.2039], [-1.1568, 1.7559, 1.2013], [-1.0165, 1.7201, -0.9351], [-2.7928, 2.8599, 0.0249], [-1.2703, 3.9719, -1.1134], [-0.5891, -0.9558, -1.9863], [-1.7041, -1.0654, -3.1426], [-2.2563, -2.3219, -3.5406], [-1.6852, -0.0156, -4.1269], [-2.9008, -0.5688, -2.1832], [0.4379, -1.9750, -3.0219], [0.8767, -1.3893, -4.2512], [0.2860, -3.3890, -2.9460], [1.6652, -1.6791, -2.0451], [0.7565, 0.7249, 3.2083], [0.9526, 0.7571, 1.7920], [2.3199, 0.9269, 1.4876], [2.5405, 1.1827, -0.0280], [1.4004, 0.7520, -0.8386], [1.3991, 1.4153, -2.1036], [1.2704, 1.5035, 3.7745], [1.2565, -0.1920, 3.5377], [-0.2917, 0.7132, 3.4883], [3.0326, 0.1820, 1.8397], [2.6034, 1.8881, 1.9252], [3.4230, 0.5921, -0.2648], [2.6659, 2.2487, -0.1819], [2.2666, 1.2973, -2.7502], [1.3374, 2.4847, -1.8723], [0.5131, 1.3690, -2.7366]], "lowdin_charge": [2.155, 0.202, -0.205, -0.102, -0.192, -0.076, -0.160, -0.070, 0.186, -0.074, -0.200, -0.062, -0.202, -0.066, -0.196, 0.217, -0.090, -0.126, -0.206, -0.212, -0.095, -0.074, -0.369, 0.480, -0.189, -0.224, -0.194, 0.582, -0.199, -0.189, -0.192, -0.030, -0.324, -0.168, -0.093, -0.356, -0.071, 0.114, 0.103, 0.101, 0.134, 0.143, 0.146, 0.128, 0.122, 0.097, 0.094], "total_charge": 0, "homo_energy_ev": -11.96, "spin_multiplicity": 1, "homo_lumo_gap_ev": 9.48}

(5)
{"formula": "C4H10F8Li2N4O18S8", "method": "ωB97M-V with the def2-TZVPD basis set", "elements": ["Li", "Li", "N", "S", "O", "O", "F", "S", "O", "O", "F", "N", "S", "O", "O", "F", "S", "O", "O", "F", "N", "S", "O", "O", "F", "S", "O", "O", "F", "N", "S", "O", "O", "F", "S", "O", "O", "F", "C", "O", "C", "C", "O", "C", "H", "H", "H", "H", "H", "H", "H", "H", "H", "H"], "xyz": [[-0.2645, -0.7672, -0.4983], [-3.0569, -1.3481, -0.0699], [-1.3621, -1.9993, 0.4285], [-0.7933, -3.5426, -0.2490], [-1.0196, -4.7818, 0.4716], [0.3275, -3.4424, -1.2080], [-1.9830, -3.4734, -1.3546], [-1.1224, -2.4522, 1.8956], [0.1951, -2.7864, 2.3870], [-2.3245, -3.1141, 2.4586], [-1.1405, -0.9294, 2.5093], [1.1718, -2.6862, -4.2284], [-0.2233, -1.7016, -4.1853], [-0.7113, -1.5092, -2.8169], [-1.1450, -1.5228, -5.3220], [0.7948, -0.5093, -4.5042], [0.2713, -3.9005, -4.6845], [0.3346, -4.2313, -6.1139], [-0.9588, -4.3034, -4.0460], [1.2800, -4.9052, -3.9611], [1.7249, -0.8534, -0.8122], [2.9206, -0.9927, 0.4243], [2.4618, -0.6764, 1.7580], [4.3672, -0.9823, 0.1188], [2.6252, -2.5754, 0.3569], [2.3451, 0.4394, -1.4171], [3.2427, 0.2171, -2.5514], [2.4635, 1.5900, -0.5800], [0.9650, 0.7637, -2.2039], [-3.3443, 0.5419, -0.5563], [-3.2410, 1.3028, -2.1213], [-1.9143, 1.4320, -2.6856], [-4.3115, 2.1968, -2.6116], [-3.6481, -0.0339, -2.9329], [-2.3812, 1.4323, 0.1344], [-2.7959, 2.8216, 0.1070], [-0.9740, 1.0278, 0.0876], [-2.8622, 0.8924, 1.6400], [0.2922, 3.9966, 0.9500], [0.2687, 3.2105, 2.1528], [1.0270, 1.9801, 2.2239], [1.2779, 1.4338, 3.6651], [1.8688, 2.4474, 4.6259], [0.9436, 3.4792, 4.9437], [-0.2063, 3.5299, 0.1004], [1.3482, 4.0726, 0.6904], [-0.1080, 4.9943, 1.1302], [2.0464, 2.3056, 2.0167], [0.7546, 1.2774, 1.4364], [1.9559, 0.5883, 3.7815], [0.3796, 0.9964, 4.1009], [0.0571, 3.5420, 4.3127], [1.5186, 4.4028, 4.8779], [0.6622, 3.1059, 5.9284]], "lowdin_charge": [0.571, 0.696, -0.442, 0.665, -0.237, -0.253, -0.214, 0.491, -0.241, -0.296, -0.215, -0.204, 0.586, -0.350, -0.286, -0.218, 0.430, -0.325, -0.303, -0.227, -0.311, 0.625, -0.272, -0.276, -0.221, 0.452, -0.269, -0.269, -0.233, -0.364, 0.655, -0.242, -0.273, -0.206, 0.465, -0.246, -0.338, -0.219, -0.078, -0.229, -0.174, -0.121, -0.215, -0.134, 0.065, 0.082, 0.084, 0.113, 0.075, 0.106, 0.106, 0.073, 0.082, 0.078], "total_charge": -2, "homo_energy_ev": -4.71, "spin_multiplicity": 1, "homo_lumo_gap_ev": 8.05}

(6)
{"formula": "C4H10FN3", "method": "ωB97M-V with the def2-TZVPD basis set", "elements": ["C", "C", "C", "C", "H", "H", "H", "H", "H", "H", "H", "H", "H", "H", "N", "N", "N", "F"], "xyz": [[1.8429, -0.8238, -0.6863], [-0.1270, 0.0707, 0.6283], [0.2919, 1.5135, 0.3379], [-1.3638, -0.4562, -0.1427], [2.6685, -1.5358, -0.6403], [1.2468, -1.0367, -1.5787], [2.2592, 0.1867, -0.8096], [1.5803, -0.6739, 1.3525], [-0.4288, 0.0256, 1.6774], [1.3220, 1.7701, 0.7291], [-0.4043, 2.2276, 0.7598], [-3.2249, 0.0138, -0.4314], [-2.4953, 1.1384, 0.5514], [-0.6733, -2.1953, -0.3809], [1.0113, -0.8525, 0.5436], [-2.3661, 0.5039, -0.2536], [-1.4876, -1.6347, -0.6103], [0.3483, 1.7586, -1.0462]], "lowdin_charge": [-0.103, -0.283, -0.161, -0.458, 0.077, 0.082, 0.065, 0.095, 0.146, 0.136, 0.101, 0.085, 0.103, 0.037, -0.097, 0.105, 0.133, -0.063], "total_charge": 0, "homo_energy_ev": -9.22, "spin_multiplicity": 1, "smiles": "[H]/N=C(/N)[C@H](CF)NC", "homo_lumo_gap_ev": 9.90}